13
Properties=species:S:1:pos:R:3:forces:R:3 method="wB97M-V/def2-TZVPD" orbital_gap_ha=0.394 e_homo_ha=-0.360 smiles=O[C@@H]1[C@H](F)C[C@H]1Cl e_tot_ha=-791.19611
O -1.115193 1.301748 -0.328606 -0.4 0.0 -0.7
C -0.176250 0.361089 -0.909794 1.6 1.5 0.7
C -0.406558 -0.909327 -0.203010 -2.3 -0.3 -0.2
F -1.825632 -1.038018 -0.500583 -0.7 -0.7 1.6
C 0.167333 -0.341968 1.087653 2.5 1.5 0.1
C 1.239578 0.524954 0.044202 -5.1 1.6 2.1
Cl 2.577797 -0.292209 -0.486896 2.0 -1.6 -1.0
H -1.962670 0.886941 0.018020 1.7 0.2 -1.2
H -0.252301 0.282754 -2.011740 0.5 0.7 0.5
H -0.184027 -1.894134 -0.572273 1.6 0.0 0.0
H -0.466449 0.520840 1.477203 1.0 -1.7 0.0
H 0.819919 -0.895102 1.814815 -1.4 0.1 -0.5
H 1.584451 1.492435 0.571007 -1.1 -1.2 -1.4